Entry 1:
{"formula": "C37H31BBr3F4MnN6O12", "method": "ωB97M-V/def2-TZVPD", "symbols": ["Mn", "B", "F", "F", "F", "F", "C", "Br", "Br", "Br", "H", "C", "C", "C", "C", "C", "C", "N", "O", "O", "H", "H", "H", "H", "H", "C", "C", "C", "C", "C", "C", "N", "O", "O", "H", "H", "H", "H", "H", "C", "C", "C", "C", "C", "C", "N", "O", "O", "H", "H", "H", "H", "H", "C", "C", "C", "C", "C", "C", "N", "O", "O", "H", "H", "H", "H", "H", "C", "C", "C", "C", "C", "C", "N", "O", "O", "H", "H", "H", "H", "H", "C", "C", "C", "C", "C", "C", "N", "O", "O", "H", "H", "H", "H", "H"], "xyz": [[21.25767, -8.94033, -14.34015], [18.64153, -9.36137, -14.42214], [19.44668, -8.23497, -14.93264], [17.92869, -9.86151, -15.46600], [19.69685, -10.28042, -14.03619], [17.90716, -8.96597, -13.35243], [17.54121, -11.93409, -11.59204], [19.32559, -11.41202, -11.03462], [16.62707, -12.83842, -10.18578], [17.63322, -12.99820, -13.18880], [17.00851, -11.03130, -11.85364], [19.28737, -7.76234, -7.94960], [20.55564, -8.23981, -7.65411], [21.39017, -8.67781, -8.66874], [20.95879, -8.53402, -9.97299], [19.67824, -8.11344, -10.28710], [18.84237, -7.72127, -9.26015], [21.81584, -9.01209, -11.04292], [21.67334, -8.50801, -12.17022], [22.64858, -9.84269, -10.80343], [18.60073, -7.45163, -7.17294], [20.88201, -8.34336, -6.62837], [22.40896, -8.96338, -8.44655], [19.33414, -8.13675, -11.31179], [17.86637, -7.33843, -9.52455], [14.04442, -8.58961, -18.98556], [14.70920, -8.07653, -20.09567], [16.00240, -7.61403, -19.98159], [16.64074, -7.71632, -18.76681], [16.00070, -8.22605, -17.64943], [14.70987, -8.68153, -17.77480], [18.02360, -7.24855, -18.64439], [18.50927, -7.21423, -17.52308], [18.60795, -6.90798, -19.65061], [13.01760, -8.91704, -19.07567], [14.25278, -8.09316, -21.07646], [16.55096, -7.26732, -20.84672], [16.52733, -8.29197, -16.70941], [14.21339, -9.09534, -16.90752], [14.96178, -12.60290, -17.13347], [13.76643, -13.14502, -16.67444], [13.28593, -12.81253, -15.41892], [13.99497, -11.89472, -14.65976], [15.10962, -11.25735, -15.15560], [15.62125, -11.66297, -16.37801], [13.57916, -11.61682, -13.27125], [12.45084, -11.90000, -12.95296], [14.37843, -11.03823, -12.55327], [15.31792, -12.88705, -18.11616], [13.23758, -13.89219, -17.25050], [12.34510, -13.20962, -15.06319], [15.70257, -10.59827, -14.53828], [16.52474, -11.15880, -16.67552], [26.38745, -13.39763, -13.87170], [26.08650, -12.19314, -13.24421], [24.76954, -11.75814, -13.22651], [23.79996, -12.49455, -13.87797], [24.08631, -13.66994, -14.54555], [25.40107, -14.10874, -14.55740], [22.43578, -12.01942, -13.86570], [22.25763, -10.79514, -13.70764], [21.53483, -12.79725, -13.98466], [27.38978, -13.80678, -13.88856], [26.84577, -11.61079, -12.74356], [24.49414, -10.88788, -12.64314], [23.32425, -14.23959, -15.06217], [25.71203, -14.97803, -15.11918], [20.91857, -3.10650, -17.32514], [20.32360, -4.35947, -17.22348], [20.83046, -5.27573, -16.31851], [22.00780, -4.95151, -15.65112], [22.63666, -3.73069, -15.77548], [22.08538, -2.79932, -16.63383], [22.57634, -5.91918, -14.73890], [21.90123, -6.94094, -14.47728], [23.65001, -5.72743, -14.25230], [20.52711, -2.39404, -18.04090], [19.41903, -4.55009, -17.78298], [20.44052, -6.28212, -16.28135], [23.58443, -3.55476, -15.28668], [22.50436, -1.81359, -16.77467], [19.31349, -13.45056, -16.50066], [18.33145, -14.44162, -16.60241], [18.49385, -15.42382, -17.56162], [19.66195, -15.47293, -18.31211], [20.67270, -14.54587, -18.15192], [20.46778, -13.50431, -17.26399], [19.83780, -16.56969, -19.27288], [18.89678, -17.30579, -19.45860], [20.91208, -16.63840, -19.83442], [19.18939, -12.69271, -15.73242], [17.42341, -14.36850, -16.02082], [17.75418, -16.20020, -17.70884], [21.58095, -14.58795, -18.73462], [21.21446, -12.72635, -17.16695]], "multiplicity": 6, "total_charge": 1, "gap_ev": [7.38, 7.30], "e_homo_ev": [-11.5467, -11.5467], "energy_ha": -11956.82831}

Entry 2:
{"formula": "C4H12N2", "method": "ωB97M-V/def2-TZVPD", "symbols": ["N", "C", "C", "C", "C", "N", "H", "H", "H", "H", "H", "H", "H", "H", "H", "H", "H", "H"], "xyz": [[-1.97162, 1.56693, -1.59023], [-1.15884, 0.47936, -1.13257], [-0.84596, 0.33819, 0.16449], [-0.20385, -0.84149, 0.80993], [1.25382, -1.15837, 0.31414], [2.28823, -0.41408, 1.19122], [-2.80954, 1.24946, -2.09440], [-2.47917, 2.11178, -0.81159], [-1.51478, 2.12808, -2.32429], [-0.69573, -0.19812, -1.80285], [-1.35476, 0.97349, 0.88885], [-0.74798, -1.68505, 0.40048], [-0.22916, -0.95784, 1.91527], [1.46308, -2.26734, 0.36856], [1.30935, -0.71273, -0.69259], [3.05364, -0.97151, 1.55589], [2.78050, 0.37270, 0.72976], [1.86277, -0.01345, 2.10990]], "total_charge": 2, "gap_ev": 11.58, "e_homo_ev": -18.7434, "energy_ha": -268.44792}

Entry 3:
{"formula": "C5H18N6", "method": "ωB97M-V/def2-TZVPD", "symbols": ["C", "C", "C", "N", "N", "N", "H", "H", "H", "H", "H", "H", "H", "H", "H", "H", "C", "C", "N", "N", "N", "H", "H", "H", "H", "H", "H", "H", "H"], "xyz": [[0.15132, 0.91060, -2.62464], [1.17204, 1.73022, -1.83734], [-0.19412, -1.53524, -2.58746], [0.47844, -0.46643, -3.01993], [-1.52115, -1.55943, -2.31741], [0.43300, -2.72080, -2.60164], [-0.79194, 1.22175, -2.16308], [0.11461, 1.40276, -3.61534], [1.38418, 2.61608, -2.43622], [2.20631, 1.34610, -1.62433], [1.47055, -0.58444, -3.19737], [-2.07588, -0.76164, -2.58072], [-1.91650, -2.46422, -2.50822], [1.39454, -2.60478, -2.89110], [0.17839, -3.62013, -2.21436], [0.94938, 1.87814, -0.78613], [0.47977, 1.85853, 2.44716], [-0.61896, -0.17149, 3.35700], [-0.67102, 1.16225, 2.98360], [0.49936, -0.76183, 3.64843], [-1.77511, -0.82897, 3.16696], [-1.32573, 1.83782, 3.40891], [1.29390, -0.20870, 3.96420], [0.73456, -1.74357, 3.52211], [-2.63182, -0.35406, 2.86461], [-1.77857, -1.78340, 2.79444], [0.19152, 2.68743, 1.78158], [1.09854, 1.24996, 1.77391], [1.07040, 2.26750, 3.29241]], "multiplicity": 2, "total_charge": 3, "gap_ev": [7.58, 2.87], "e_homo_ev": [-19.3829, -19.3731], "energy_ha": -528.68429}